[1]
# C48H48N6O6

9 unconnected molecules or ions with the total composition C48H48N6O6 at a distorted geometry (wB97M-V/def2-TZVPD, OMol25).

Calculated values
strongest force on any atom = 10.87 eV Å⁻¹
HOMO level = -7.6697 eV
SMILES = Oc1ccc(O)cc1.Oc1ccc(O)cc1.Oc1ccc(O)cc1.c1ccncc1.c1ccncc1.c1ccncc1.c1ccncc1.c1ccncc1.c1ccncc1
energy above the lowest of the compared OMol25 structures with the same formula, charge and spin = 317.4 kJ/mol
gap between HOMO and LUMO = 0.2903 Ha

```
108
Properties=species:S:1:pos:R:3:forces:R:3:mulliken_charge:R:1
O -4.16155 2.11772 1.01474 2.7 -1.2 2.5 -0.4563
C -4.75038 1.39186 2.01907 -3.6 -1.1 -0.6 0.4067
C -6.15428 1.30193 2.07405 3.2 -5.5 5.7 -1.1209
C -6.77167 0.30817 3.05293 7.4 2.1 -1.5 -0.9713
C -5.99164 -0.43676 3.95576 4.0 2.0 -3.8 0.5155
O -6.54674 -1.22743 4.82524 -1.6 -2.4 2.3 -0.5700
C -4.52387 -0.27840 3.80826 -1.6 -1.6 1.9 -0.2070
C -4.03912 0.56191 2.86694 1.8 1.2 -0.1 -0.1116
H -4.83346 2.46067 0.50517 -2.2 1.3 -2.0 0.2902
H -6.69277 1.91677 1.55228 -3.4 3.2 -3.0 0.7821
H -7.71199 0.27274 3.26551 -6.0 0.0 0.5 0.7619
H -6.15720 -2.11587 5.00769 0.0 1.4 -0.6 0.3516
H -3.76887 -0.82277 4.50501 -1.6 1.0 -1.3 0.0078
H -2.99447 0.78995 2.88731 0.9 -0.4 0.0 0.1933
O 0.39528 -2.87477 -1.78055 3.1 0.3 1.1 -0.5633
C 0.04049 -1.63238 -1.23752 0.7 -0.9 -0.5 0.5595
C -1.34423 -1.35636 -1.37489 -1.5 2.7 0.3 -0.7265
C -1.84187 -0.07538 -0.84421 -0.4 -3.0 -2.4 -0.0619
C -0.95637 0.72154 -0.14880 1.3 -2.8 -2.2 -0.0931
O -1.34576 1.73094 0.55741 4.7 4.7 -0.5 -0.0877
C 0.40073 0.45711 -0.12965 0.3 -2.4 -0.1 0.3593
C 1.02057 -0.73948 -0.63150 -5.6 1.9 -0.4 -0.9030
H 1.39867 -3.08615 -1.54944 -3.1 0.7 -0.8 0.1694
H -2.22893 -1.90534 -1.95788 2.9 0.5 1.3 -0.1359
H -2.91493 0.12050 -1.20333 1.6 0.2 1.4 0.4005
H -2.10950 1.47074 0.86310 -6.9 -1.0 2.8 -0.3483
H 0.88960 1.12879 0.53072 1.1 0.6 0.1 0.5761
H 2.05578 -0.64657 -0.60724 1.8 -1.2 -0.2 0.8502
O 2.17859 -4.12115 1.25365 -3.6 0.6 2.2 -0.4996
C 2.62964 -4.48971 0.08408 -0.3 -0.9 -1.0 0.3890
C 1.81259 -5.14617 -0.78047 0.4 -1.1 -6.8 -0.4459
C 2.31156 -5.32631 -2.29497 -3.3 -0.4 2.4 -0.5684
C 3.56327 -4.90796 -2.54742 4.6 0.9 -1.0 0.8244
O 4.22812 -4.90205 -3.79483 -4.0 -1.5 -0.9 -0.5674
C 4.45191 -4.42146 -1.56026 -9.6 -1.2 5.0 -0.9769
C 3.91717 -4.18312 -0.22369 5.1 0.9 -3.8 -0.2227
H 1.18285 -4.21779 1.10340 1.7 0.4 1.2 0.3541
H 0.71774 -5.33725 -0.81443 1.0 0.2 1.1 0.2550
H 1.55075 -5.71175 -3.11304 1.9 0.9 1.9 0.2671
H 5.11859 -4.64253 -3.89637 1.3 0.6 1.0 0.2924
H 5.37695 -4.24871 -1.68077 6.6 1.4 -1.4 0.6853
H 4.69384 -3.58850 0.35034 -1.7 -1.0 0.2 0.2488
C 0.16509 4.07009 2.21283 0.7 -0.9 -2.4 0.6359
C 1.36704 4.73868 2.56018 -2.6 -0.2 0.6 -1.0502
C 1.28553 5.71820 3.50667 -0.3 1.5 2.7 -0.3794
N 0.10677 6.13894 4.06198 0.8 -0.6 0.0 -0.6253
C -1.00395 5.49032 3.72638 2.5 -0.2 -0.4 -0.3936
C -1.01471 4.45916 2.80191 7.1 3.4 1.8 -1.1305
H 0.11660 3.26308 1.35258 0.3 1.7 2.0 0.2510
H 2.28474 4.56837 2.13528 1.9 -0.9 -1.1 0.7842
H 2.17474 6.14172 4.10910 -1.2 -0.5 -1.8 0.3059
H -1.82412 5.68191 4.33264 -1.8 0.7 0.6 0.4368
H -1.83865 4.08269 2.60571 -7.5 -4.0 -2.0 1.1090
C 3.24030 -0.38037 -5.26822 0.8 -0.8 -1.2 -0.2718
C 2.30223 0.12030 -4.31678 5.4 -0.9 1.4 0.7345
C 1.06681 0.37052 -4.75594 -0.5 1.3 3.2 -0.1905
N 0.66654 0.20706 -5.92017 -0.6 -1.3 -8.6 -0.5962
C 1.51210 -0.13575 -7.00785 2.7 -0.9 4.1 -0.3707
C 2.93264 -0.50990 -6.70207 -4.9 2.5 4.1 -0.6907
H 4.31700 -0.75810 -5.00886 -2.1 1.2 -0.1 0.1046
H 2.69632 0.40518 -3.25765 -1.0 -0.8 -1.9 -0.1427
H 0.33651 0.81838 -4.11528 -0.5 0.0 0.8 0.6032
H 1.12477 -0.22038 -8.00691 -0.4 0.2 0.0 0.3764
H 3.76515 -0.51103 -7.31845 1.0 -0.7 -1.7 0.4709
C -6.97106 -3.38348 -1.12703 0.9 1.3 3.3 -0.4802
C -6.98805 -2.26442 -0.21962 -2.3 1.6 1.3 -0.2322
C -6.13208 -1.15807 -0.32276 2.3 -5.7 -5.4 0.2733
N -5.13662 -1.21567 -1.34981 -1.2 -1.0 0.4 -0.2569
C -5.03977 -2.33596 -2.12762 -2.6 1.4 2.8 -0.3134
C -5.87026 -3.44736 -1.94908 -1.4 -1.5 -1.1 -0.3704
H -7.57655 -4.25082 -0.81450 0.1 0.5 -0.9 0.3482
H -7.82025 -2.07807 0.60531 1.7 -1.0 -1.8 0.2219
H -5.93999 -0.45269 0.35994 -0.1 2.7 2.3 0.0496
H -4.47775 -2.32612 -2.99268 1.8 0.3 -1.3 0.6036
H -5.85460 -4.39385 -2.54920 0.7 1.2 0.3 0.2897
C 6.71852 -0.64507 0.32836 -2.7 3.3 3.9 -0.6457
C 6.51229 -0.77648 -0.95621 2.8 -0.7 -6.2 -0.2263
C 5.49340 -0.17912 -1.67359 -2.2 1.4 3.8 -0.0102
N 4.52430 0.65772 -1.08208 2.9 -1.3 2.2 -0.0461
C 4.76879 0.85374 0.30244 0.9 0.0 0.3 -0.0404
C 5.87162 0.20760 1.09096 -3.5 0.0 -5.4 -0.7884
H 7.44595 -0.98064 0.93023 3.1 -2.0 1.2 0.5869
H 7.36262 -1.16222 -1.72483 -2.0 0.1 2.2 0.1794
H 5.40553 -0.57140 -2.63162 -0.7 0.3 -2.0 0.3071
H 4.13581 1.64665 0.91704 0.9 -1.8 -1.8 0.1856
H 5.69178 0.11675 2.11157 0.5 0.4 1.8 0.4478
C 0.84629 -1.46642 3.84854 0.0 2.8 -0.5 -0.5724
C -0.21672 -1.76089 4.67860 0.1 2.8 -0.5 -0.4147
C -1.08052 -0.68861 5.17228 6.2 -0.8 -4.7 -0.8716
N -0.79754 0.56346 4.83119 1.4 0.3 -1.0 -0.5150
C 0.25439 0.83326 3.94339 -0.5 -4.6 1.0 -0.7032
C 1.13650 -0.16704 3.36383 -7.0 -0.1 6.5 -0.6970
H 1.54271 -2.19207 3.59706 0.8 -1.8 -0.7 0.5755
H -0.19387 -2.79804 4.73649 -1.3 -1.8 1.4 0.4559
H -1.75885 -0.90138 5.84343 -3.8 -0.7 3.2 0.8412
H 0.44246 1.82580 3.79721 0.1 2.6 -0.6 0.8299
H 1.66665 0.10266 2.60427 3.9 1.2 -4.2 1.1211
C 0.43114 4.37032 -2.28452 -4.0 -3.6 -3.8 -0.3825
C 0.74987 5.43809 -1.60053 2.9 3.4 2.8 -0.5228
C 1.79953 5.30747 -0.68143 1.0 -4.2 -0.3 -0.5045
N 2.49825 4.10003 -0.48991 -1.1 2.7 -0.6 -0.4794
C 2.15956 3.10117 -1.28212 -0.5 -3.9 0.6 0.5328
C 1.03510 3.06385 -2.09296 -0.4 2.3 -2.6 0.8294
H -0.51551 4.64284 -2.99684 2.4 -1.6 1.3 0.1323
H 0.37399 6.44914 -1.78338 -0.3 -0.6 0.1 0.4236
H 2.14838 5.98336 0.02199 0.2 1.9 0.8 0.5760
H 2.62788 2.02708 -1.12692 -0.3 2.6 -0.3 -0.1132
H 0.85218 2.23666 -2.86340 0.1 1.2 1.8 -0.4972
```
Positions in Å, forces in eV/Å.

=====

[2]
# C48H49Br2N3O13P

6 unconnected molecules or ions with the total composition C48H49Br2N3O13P (wB97M-V/def2-TZVPD, OMol25).

Calculated values
strongest force on any atom = 0.94 eV Å⁻¹
charge = +1
HOMO level = -11.2013 eV
gap between HOMO and LUMO = 0.2587 Ha

```
116
Properties=species:S:1:pos:R:3:forces:R:3:mulliken_charge:R:1
C 4.53125 -3.07606 2.79550 -0.3 0.0 -0.2 -1.2174
C 4.23066 -1.72417 2.12566 0.0 0.1 0.1 -0.0960
P 3.11891 -2.00237 0.68242 -0.4 -0.8 0.2 -0.5387
C 4.01341 -1.58401 -0.85956 0.2 0.2 -0.2 -0.0225
C 3.04486 -1.23631 -1.99471 0.3 -0.1 -0.3 -1.3640
C 1.76916 -0.71834 0.85898 -0.1 0.8 0.0 0.2927
N 0.60141 -1.31173 0.64375 0.4 0.3 -0.1 -1.1653
N -0.50851 -0.61100 0.77227 0.2 0.1 0.2 1.5672
C -1.71434 -1.40022 0.45500 -0.2 -0.2 -0.1 -0.8735
O -2.14030 -0.93661 -0.77680 0.2 -0.2 -0.1 -0.0175
C -3.20554 -1.69031 -1.36544 -0.1 -0.2 0.1 -0.7122
C -0.57680 0.67478 1.13428 0.4 0.2 -0.1 0.2092
C -1.93026 1.26361 1.32071 0.0 -0.1 0.4 -1.1321
Br -2.79577 1.91533 -0.20983 0.0 0.3 -0.1 0.0089
C -2.46474 1.27436 2.54643 0.2 -0.1 0.0 0.6157
C -1.76922 0.69401 3.75824 0.0 -0.2 -0.2 -1.0938
Br -4.15337 2.00830 2.87067 0.0 0.0 0.1 -0.1417
C 0.62872 1.39229 1.37402 0.3 -0.6 -0.1 1.8098
C 0.55429 2.82392 1.84844 -0.6 -0.1 0.2 -1.8771
C 0.17104 3.89527 0.79803 0.2 0.0 -0.1 1.2583
C 0.47619 5.28754 1.38344 -0.3 0.0 -0.2 -1.4615
C 0.86127 3.66535 -0.55130 0.2 0.1 0.4 -1.3872
C 1.82802 0.67350 1.21820 -0.6 -0.3 0.0 0.5897
C 3.17109 1.30810 1.50988 -0.3 0.3 0.0 -1.7078
O 4.13726 1.10504 0.49186 0.2 -0.1 0.0 -0.1080
N 3.75972 1.78012 -0.69764 0.0 0.2 0.2 0.2734
O 4.65052 1.80262 -1.43790 -0.1 -0.1 -0.2 -0.3377
H 3.65619 -3.35427 3.38752 0.2 -0.1 0.0 0.2149
H 5.40709 -3.00899 3.44252 -0.1 0.0 0.0 0.3745
H 4.67320 -3.87758 2.06482 0.2 0.1 0.0 0.4049
H 3.66191 -1.12807 2.84638 0.2 0.0 0.0 0.0361
H 5.14043 -1.17907 1.86075 -0.1 0.0 0.0 0.4723
H 4.78463 -0.81905 -0.73930 -0.2 0.0 0.1 -0.0605
H 4.53944 -2.50860 -1.12278 -0.1 0.0 0.1 0.6202
H 2.21535 -1.94854 -2.04662 0.0 0.2 0.1 0.3843
H 2.65902 -0.21481 -1.92360 -0.1 -0.2 0.1 0.1848
H 3.57264 -1.30662 -2.95040 -0.1 0.1 0.1 0.4828
H -2.44561 -1.26091 1.26128 0.0 0.1 -0.1 0.3972
H -1.38712 -2.44220 0.41759 0.0 0.1 0.1 0.6011
H -4.14158 -1.13069 -1.29591 0.1 0.0 0.0 0.2853
H -3.33472 -2.65553 -0.86887 0.0 0.0 0.0 0.4399
H -2.96103 -1.88249 -2.40654 0.0 0.1 0.3 -0.0793
H -1.48355 -0.34810 3.57560 0.0 0.1 0.0 0.2721
H -0.85595 1.24724 3.99596 -0.1 0.0 0.0 0.2296
H -2.42989 0.70138 4.62198 0.1 0.1 0.0 0.5250
H -0.23251 2.85696 2.61245 0.2 0.0 0.0 0.2099
H 1.46731 3.11624 2.36287 0.0 -0.1 -0.1 0.8411
H -0.90868 3.82135 0.65216 0.1 0.0 -0.1 -0.1534
H -0.39827 5.70023 1.89315 0.2 -0.1 0.1 0.3804
H 1.31290 5.26694 2.08539 0.0 0.1 -0.1 0.3450
H 0.71651 5.98389 0.57721 0.0 0.0 0.1 0.3556
H 1.94295 3.54617 -0.40501 -0.2 0.0 -0.1 0.1841
H 0.72373 4.53384 -1.19612 -0.1 -0.1 -0.1 0.5393
H 0.47566 2.78178 -1.06679 0.1 0.1 0.0 0.2681
H 3.06338 2.37513 1.69989 0.0 -0.1 -0.1 0.4471
H 3.60601 0.86250 2.40399 0.0 0.0 0.0 0.4704
C -5.04122 -3.87704 -6.85886 0.0 0.0 0.0 -0.4008
C -4.22372 -3.83436 -5.81129 0.0 -0.1 0.0 -0.2187
C -4.74973 -3.72466 -4.43175 0.0 0.0 -0.1 0.6619
O -3.99751 -3.67546 -3.47443 0.0 0.1 0.0 -0.6188
C -6.21879 -3.67150 -4.25325 0.0 0.0 0.0 -0.4657
C -7.04007 -3.71281 -5.29844 0.0 0.0 0.0 -0.4020
C -6.51624 -3.81854 -6.68673 0.1 0.0 0.0 0.3005
O -7.26315 -3.85852 -7.63661 0.0 0.0 0.0 -0.5333
H -4.68344 -3.95325 -7.87744 0.0 0.0 0.0 0.4158
H -3.14641 -3.87487 -5.91123 0.0 0.0 0.0 0.4146
H -6.57550 -3.59567 -3.23384 0.0 0.0 0.0 0.4359
H -8.11707 -3.67323 -5.19775 0.0 0.0 0.0 0.4172
C 9.85215 0.73905 -4.01645 0.0 0.0 0.0 -0.4062
C 10.04685 0.48732 -2.72462 0.0 0.0 0.0 -0.3852
C 8.91024 0.44091 -1.77137 0.0 0.0 0.0 0.2061
O 9.07953 0.21358 -0.59237 0.0 0.0 0.0 -0.5468
C 7.54924 0.68413 -2.31292 0.1 0.0 0.0 -0.0608
C 7.35375 0.93591 -3.60366 0.0 0.0 0.0 -0.2015
C 8.49080 0.98293 -4.55968 0.0 0.0 0.0 0.1885
O 8.31107 1.21023 -5.73511 0.0 0.0 0.0 -0.5280
H 10.66312 0.77908 -4.73231 0.0 0.0 0.0 0.4188
H 11.02856 0.30628 -2.30606 0.0 0.0 0.0 0.4189
H 6.74153 0.64481 -1.59608 0.0 0.0 0.0 0.4842
H 6.37170 1.11845 -4.02230 0.0 0.0 0.0 0.4447
C -3.00564 1.47733 -6.07283 0.0 0.0 0.0 -0.4720
C -2.13629 2.25369 -5.43082 0.0 0.0 0.0 -0.4717
C -1.32215 1.73145 -4.30488 0.0 0.0 0.0 0.1780
O -0.53443 2.43584 -3.70838 0.0 0.0 0.0 -0.5209
C -1.51105 0.30808 -3.92499 0.0 0.0 0.0 -0.1861
C -2.37782 -0.46881 -4.56796 0.0 0.0 0.0 -0.3137
C -3.19583 0.05458 -5.69193 0.0 0.1 0.0 0.2076
O -3.98808 -0.65689 -6.26886 0.0 0.0 0.0 -0.4860
H -3.61212 1.83531 -6.89493 0.0 0.0 0.0 0.4345
H -1.97984 3.29286 -5.69076 0.0 0.0 0.0 0.4443
H -0.90696 -0.05020 -3.09991 0.0 0.0 0.0 0.5827
H -2.53398 -1.50940 -4.31249 0.0 0.0 -0.1 0.5764
C -8.45887 2.78257 0.99863 0.0 0.0 0.0 -0.5643
C -7.57580 2.93144 1.98014 0.0 0.0 0.0 -0.1437
C -8.00078 3.08476 3.39176 0.0 0.0 0.0 0.6178
O -7.17305 3.20768 4.27144 0.0 0.0 0.0 -0.5541
C -9.45507 3.07288 3.67768 0.0 0.0 0.0 -0.3655
C -10.34438 2.92695 2.69859 0.0 0.0 0.0 -0.3831
C -9.91907 2.76792 1.28261 0.0 0.0 0.0 0.3667
O -10.72612 2.62980 0.39186 0.0 0.0 0.0 -0.5254
H -8.17272 2.66799 -0.03915 0.0 0.0 0.0 0.4281
H -6.50454 2.94892 1.82897 0.0 0.0 -0.2 0.2298
H -9.74031 3.18659 4.71567 0.0 0.0 0.0 0.4184
H -11.41181 2.91371 2.87754 0.0 0.0 0.0 0.4118
C 4.08780 -2.25099 8.53581 0.0 0.0 0.0 -0.3703
C 3.50167 -1.75732 7.44878 0.0 0.0 0.0 -0.4186
C 3.07249 -2.64152 6.33939 0.0 0.0 0.0 0.4867
O 2.53987 -2.18990 5.34294 0.0 0.1 0.0 -0.5161
C 3.31713 -4.09657 6.48178 0.0 0.0 0.0 -0.2538
C 3.90314 -4.59376 7.56740 0.0 0.0 0.0 -0.3635
C 4.33503 -3.71020 8.68283 0.0 0.0 0.0 0.3216
O 4.86620 -4.16000 9.67110 0.0 0.0 0.0 -0.5200
H 4.41141 -1.62828 9.35996 0.0 0.0 0.0 0.4064
H 3.31085 -0.69958 7.31924 0.0 0.0 0.0 0.4147
H 2.99315 -4.71943 5.65756 0.0 0.0 0.0 0.4037
H 4.09394 -5.65140 7.69659 0.0 0.0 0.0 0.4163
```
Positions in Å, forces in eV/Å.